# 1
46
Properties=species:S:1:pos:R:3 method="wB97M-V/def2-TZVPD" charge=0 gap_ev=8.073 smiles="CCCNC1=CC(=O)C(Cl)=C(B(O)N(C)C)C1=O.CNC(C)=O" e_lumo_ev=-0.86
Cl -1.18 2.64 -2.76
O 4.11 0.39 3.55
O 0.20 -0.57 -2.92
O -1.92 -0.92 0.63
O -3.81 2.99 -1.21
N 4.91 2.42 3.03
N -4.47 -1.66 -0.68
N 1.20 0.34 -0.89
C 4.86 3.85 2.79
C 2.45 -0.11 -1.52
C 2.53 2.19 3.57
C -4.29 0.67 -1.27
C -2.32 -0.40 -0.39
C -3.71 -2.91 -0.55
C -2.83 -3.27 -1.76
C -3.43 1.86 -1.39
C -2.01 1.53 -1.74
C -3.76 -0.48 -0.81
C -1.40 -3.69 -1.35
C -1.44 0.42 -1.28
C 3.90 1.58 3.38
C 1.15 -0.22 0.48
B 0.05 0.02 -1.68
H -0.51 -1.19 -3.12
H -2.75 -2.40 -2.42
H 1.99 0.19 1.04
H -1.09 -3.21 -0.42
H 1.30 -1.30 0.47
H 3.85 4.22 2.94
H 2.19 2.64 2.63
H 2.59 0.36 -2.49
H 5.52 4.38 3.47
H -3.14 -2.88 0.37
H -3.25 -4.11 -2.30
H -5.10 -1.74 -1.47
H 3.28 0.20 -0.89
H -5.33 0.77 -1.56
H -1.32 -4.76 -1.21
H -4.46 -3.70 -0.42
H -0.66 -3.40 -2.11
H 5.80 1.96 2.92
H 0.25 0.06 1.01
H 1.84 1.40 3.85
H 2.50 -1.20 -1.60
H 2.54 2.95 4.35
H 5.16 4.08 1.77


# 2
64
Properties=species:S:1:pos:R:3 method="wB97M-V/def2-TZVPD" charge=+2 gap_ev="6.217 / 5.765" e_above_lowest_kcal_mol=0.0 spin_multiplicity=2 e_lumo_ev="-7.69 / -8.14"
Ce 0.01 0.66 -1.82
O -0.88 -2.17 3.69
N 0.82 0.14 0.45
N -0.48 -0.31 4.96
C 0.45 -1.83 -2.31
C 2.15 0.28 0.66
C 1.92 -0.28 2.99
C 0.89 1.44 6.10
C -0.88 0.18 -5.21
C -1.60 -2.42 -0.81
C -2.69 -1.13 5.81
C 0.03 -0.32 1.47
C -0.95 -1.74 -1.96
C -1.60 -0.94 -2.96
C -1.22 -0.89 6.08
C 0.56 -0.50 2.74
C 1.90 -1.11 -4.35
C 0.45 4.19 -3.88
C 2.72 0.12 1.93
C 1.36 2.07 -2.87
C -0.16 1.14 5.05
C 0.16 2.99 -2.94
C 0.65 -1.12 -3.54
C -0.62 -0.57 -3.95
C 1.47 -2.63 -1.57
C -0.34 -1.05 3.82
C -3.06 -0.62 -2.99
H 1.31 4.74 -3.50
H -1.10 1.66 5.30
H 1.11 2.51 6.09
H -0.74 -1.84 6.33
H -1.88 0.63 -5.22
H -1.03 -0.49 1.26
H -0.10 3.39 -1.93
H 2.17 -0.10 -4.70
H 1.47 -2.40 -0.49
H -3.65 -1.46 -3.39
H 0.69 3.82 -4.88
H 3.79 0.31 2.04
H 0.17 1.49 4.07
H -0.41 4.85 -3.94
H 2.75 -1.49 -3.76
H -1.71 -3.50 -1.00
H 2.29 2.68 -2.80
H -3.16 -1.50 6.73
H 0.53 1.17 7.10
H -1.08 -0.19 6.91
H 1.62 1.25 -1.54
H -0.81 -0.49 -6.08
H 2.77 0.54 -0.21
H -2.59 -2.01 -0.62
H 1.48 1.38 -3.73
H -0.76 2.47 -3.32
H 1.81 0.90 5.90
H 1.80 -1.74 -5.24
H -3.19 -0.21 5.51
H -3.45 -0.41 -1.98
H -0.15 0.99 -5.38
H 1.26 -3.71 -1.67
H -3.27 0.26 -3.62
H -1.01 -2.32 0.11
H 2.33 -0.43 3.99
H -2.80 -1.89 5.04
H 2.47 -2.44 -1.96


# 3
16
Properties=species:S:1:pos:R:3 method="wB97M-V/def2-TZVPD" charge=0 gap_ev=10.497 smiles="C1=CCCCC1" e_above_lowest_kcal_mol=35.0 e_lumo_ev=1.23
C 0.51 -0.68 -1.22
C -0.18 0.92 0.69
C -1.30 0.77 -0.31
C -0.69 -0.08 -1.41
C 0.21 -0.44 1.29
C 1.30 -0.75 0.23
H -0.58 -1.20 1.25
H 0.52 -0.37 2.35
H 2.06 0.02 0.52
H 0.67 1.08 0.01
H -1.30 -0.13 -2.32
H -2.19 0.25 0.08
H 0.90 -1.24 -2.08
H 1.86 -1.68 0.27
H -1.62 1.75 -0.68
H -0.17 1.80 1.33


# 4
86
Properties=species:S:1:pos:R:3 method="wB97M-V/def2-TZVPD" charge=+3 gap_ev="2.757 / 2.756" e_lumo_ev="-11.82 / -11.82"
Pd -0.07 -1.52 -1.79
S 3.22 -1.26 -1.30
O -8.14 -1.95 -0.75
O -6.41 -1.76 0.52
O -1.94 -1.96 -1.37
O 1.96 -1.61 -2.09
O -1.64 -1.06 -3.33
O -1.91 6.89 8.02
N -6.95 -1.83 -0.56
N 0.07 -1.41 0.71
N -0.13 0.68 -1.00
N -0.72 1.80 4.29
N -0.76 3.55 2.84
C 2.72 -4.70 -1.42
C -5.83 -1.41 -4.11
C -4.46 -1.39 -3.95
C -0.47 3.31 -0.17
C 4.29 -2.75 -1.50
C 3.37 -0.56 -4.67
C 0.05 -2.47 1.51
C 4.39 -0.45 -3.72
C -0.30 -1.17 3.46
C -1.13 4.08 5.18
C 4.97 -1.29 -6.31
C -2.45 -1.52 -2.49
C -2.09 6.65 9.46
C -0.38 3.01 -1.51
C 3.56 -3.87 -2.17
C -1.67 5.97 7.18
C -6.66 -1.57 -3.00
C -0.88 3.20 4.17
C -1.53 4.57 7.53
C -0.13 -2.40 2.90
C 3.70 -4.09 -3.53
C -1.27 5.48 4.85
C -0.55 2.46 2.17
C -1.27 3.67 6.56
C 2.18 -5.95 -3.40
C -1.53 6.39 5.81
C -0.22 1.68 -1.88
C -4.72 -1.71 -1.56
C -0.20 0.96 0.29
C -6.08 -1.70 -1.75
C -3.90 -1.55 -2.68
C -0.13 -0.20 1.23
C 3.01 -5.13 -4.14
C 2.03 -5.73 -2.03
C 5.99 -1.18 -5.37
C -0.31 -0.03 2.63
C 3.67 -0.97 -5.95
C -0.39 2.27 0.76
C -0.51 1.29 3.08
C 5.70 -0.76 -4.08
C 4.08 -0.03 -2.31
H 5.15 -2.43 -2.08
H -4.31 -1.84 -0.57
H 5.20 -1.61 -7.31
H -3.80 -1.26 -4.80
H -2.95 5.99 9.59
H 4.61 -3.01 -0.49
H 4.99 0.21 -1.75
H 7.01 -1.40 -5.64
H -1.17 2.63 6.83
H -0.44 3.78 -2.27
H -1.64 7.44 5.60
H 3.43 0.84 -2.27
H 1.40 -6.39 -1.44
H 2.87 -1.05 -6.69
H 2.64 -4.55 -0.35
H 0.19 -3.43 1.03
H 6.50 -0.66 -3.35
H -0.44 -1.08 4.53
H -1.64 4.27 8.56
H -2.29 7.63 9.86
H 3.14 -5.31 -5.20
H -0.61 4.33 0.17
H 1.65 -6.76 -3.87
H -6.26 -1.31 -5.09
H 2.35 -0.31 -4.40
H 4.35 -3.46 -4.12
H -0.13 -3.30 3.49
H -0.78 1.27 5.15
H -1.16 5.78 3.82
H -7.74 -1.58 -3.10
H -1.17 6.23 9.85
H -0.19 1.39 -2.93


Number 1: calculated total energy -1497.57742 a.u.. Number 2: calculated total energy -1557.80772 a.u.. Number 3: calculated total energy -234.54675 a.u.. Number 4: calculated total energy -2831.82228 a.u..